No. 1
{"formula": "C2H4FP", "method": "ωB97M-V/def2-TZVPD", "species": ["C", "P", "C", "F", "H", "H", "H", "H"], "positions_angstrom": [[-1.358, 0.135, 0.405], [0.678, 0.169, 0.047], [2.444, 0.742, -0.547], [2.917, -0.341, -1.032], [-1.557, 0.664, 1.372], [-1.724, -0.887, 0.347], [-2.007, 0.714, -0.259], [0.607, -1.195, -0.333]], "e_above_lowest_kcal_mol": 110.69, "smiles": "C[PH]#CF", "e_lumo_ev": -0.584, "charge": 0, "e_homo_ev": -8.58, "e_tot_ha": -519.6195}

=====

No. 2
{"formula": "C3H9N2O", "method": "ωB97M-V/def2-TZVPD", "species": ["N", "C", "C", "N", "C", "O", "H", "H", "H", "H", "H", "H", "H", "H", "H"], "positions_angstrom": [[0.242, -2.306, -0.036], [-0.242, -0.892, 0.483], [0.024, 0.230, -0.497], [0.218, 1.495, 0.155], [-0.746, 1.952, 1.121], [0.637, -0.107, -1.549], [0.104, -2.214, -1.019], [1.300, -2.286, -0.071], [-0.321, -2.994, 0.397], [-0.039, -0.848, 1.571], [-1.386, -1.039, 0.387], [0.777, 2.153, -0.403], [-0.734, 1.176, 1.851], [-0.525, 2.943, 1.503], [-1.709, 1.895, 0.701]], "e_above_lowest_kcal_mol": 62.09, "s_squared": 0.75, "multiplicity": 2, "e_lumo_ev": [0.254, 0.097], "charge": 0, "e_homo_ev": [-3.80, -7.85], "e_tot_ha": -304.3008}

=====

No. 3
{"formula": "C4H9N3", "method": "ωB97M-V/def2-TZVPD", "species": ["C", "N", "C", "N", "C", "C", "N", "H", "H", "H", "H", "H", "H", "H", "H", "H"], "positions_angstrom": [[-2.504, -0.217, -0.159], [-1.349, -0.136, 0.363], [-0.169, -0.854, -0.096], [0.986, 0.052, -0.066], [2.338, -0.466, 0.079], [0.633, 1.263, -0.132], [-0.087, 2.172, 0.029], [-2.683, -0.786, -1.072], [-3.362, 0.291, 0.282], [-1.246, 0.344, 1.265], [-0.330, -1.260, -1.107], [0.045, -1.697, 0.583], [2.544, -0.712, 1.125], [2.449, -1.365, -0.530], [3.065, 0.274, -0.261], [-0.330, 3.097, -0.302]], "e_above_lowest_kcal_mol": 42.13, "smiles": "C=[NH+]C[N+](C)=C=N", "e_lumo_ev": -9.707, "charge": 2, "e_homo_ev": -20.06, "e_tot_ha": -321.3333}

=====

No. 4
{"formula": "C40H55Br3F6HfN3O27P", "method": "ωB97M-V/def2-TZVPD", "species": ["Hf", "O", "C", "O", "O", "H", "O", "C", "O", "O", "H", "O", "C", "O", "O", "H", "P", "F", "F", "F", "F", "F", "F", "C", "C", "C", "O", "C", "O", "O", "H", "H", "H", "H", "H", "H", "C", "C", "C", "O", "C", "O", "O", "H", "H", "H", "H", "H", "H", "C", "C", "C", "O", "C", "O", "O", "H", "H", "H", "H", "H", "H", "C", "C", "C", "O", "C", "O", "O", "H", "H", "H", "H", "H", "H", "C", "C", "C", "O", "C", "O", "O", "H", "H", "H", "H", "H", "H", "C", "C", "C", "O", "C", "O", "O", "H", "H", "H", "H", "H", "H", "C", "Br", "Br", "Br", "H", "N", "C", "C", "C", "C", "H", "H", "H", "H", "H", "N", "C", "C", "C", "C", "H", "H", "H", "H", "H", "N", "C", "C", "C", "C", "H", "H", "H", "H", "H"], "positions_angstrom": [[1.730, 0.371, 2.056], [-0.486, 1.234, -1.033], [0.276, 1.146, -0.001], [1.531, 0.636, -0.138], [-0.168, 1.343, 1.221], [0.065, 0.996, -1.829], [3.327, 4.123, 3.394], [3.142, 2.859, 3.791], [3.623, 2.517, 4.891], [2.495, 2.102, 3.037], [3.797, 4.717, 4.025], [0.612, -3.413, 1.452], [1.017, -2.191, 1.614], [2.236, -1.784, 1.375], [0.172, -1.309, 1.989], [1.147, -3.992, 0.915], [5.415, 0.662, 0.529], [3.668, 0.521, 1.347], [5.993, 0.276, 1.971], [5.128, -0.795, 0.056], [6.829, 0.637, -0.171], [4.663, 1.200, -0.800], [5.417, 2.188, 0.939], [0.877, -0.962, 7.803], [-0.314, -0.655, 6.915], [-0.820, 0.815, 7.005], [-0.666, 1.293, 5.693], [-0.032, 0.384, 4.912], [0.205, 0.697, 3.763], [0.219, -0.718, 5.590], [1.727, -0.343, 7.472], [1.167, -2.024, 7.805], [0.654, -0.637, 8.821], [-1.069, -1.388, 7.032], [-0.119, 1.414, 7.658], [-1.845, 0.973, 7.359], [-4.599, -4.075, -1.075], [-3.596, -3.057, -0.769], [-2.188, -3.536, -0.392], [-1.376, -2.583, -1.017], [-2.035, -2.029, -2.065], [-1.480, -1.429, -2.974], [-3.334, -2.282, -1.944], [-5.556, -3.661, -1.387], [-4.770, -4.542, -0.079], [-4.280, -4.889, -1.733], [-3.926, -2.347, 0.028], [-1.767, -4.490, -0.733], [-2.239, -3.531, 0.710], [2.571, -1.043, -2.806], [1.700, -2.048, -3.553], [1.193, -1.886, -5.001], [1.117, -3.231, -5.349], [2.122, -3.960, -4.749], [2.512, -5.044, -5.052], [2.486, -3.263, -3.693], [2.899, -1.645, -1.946], [2.020, -0.224, -2.408], [3.408, -0.652, -3.347], [0.843, -2.212, -2.905], [1.901, -1.243, -5.518], [0.195, -1.516, -5.068], [4.745, -3.366, 6.571], [4.892, -2.150, 5.748], [5.191, -2.485, 4.354], [4.450, -1.488, 3.586], [3.571, -1.024, 4.402], [2.690, -0.277, 4.030], [3.695, -1.352, 5.688], [5.663, -3.907, 6.420], [3.938, -4.028, 6.233], [4.679, -3.228, 7.674], [5.656, -1.536, 6.226], [4.722, -3.429, 4.064], [6.205, -2.535, 4.033], [-3.764, 2.320, -2.642], [-4.945, 1.429, -2.607], [-5.083, 0.311, -3.647], [-5.809, -0.737, -2.907], [-5.573, -0.531, -1.604], [-5.918, -1.251, -0.723], [-4.895, 0.625, -1.402], [-3.683, 2.750, -3.660], [-2.800, 1.897, -2.362], [-3.935, 3.064, -1.836], [-5.873, 2.051, -2.632], [-4.139, -0.115, -3.983], [-5.713, 0.523, -4.511], [-3.936, -0.116, 1.484], [-2.907, -0.480, 2.617], [-3.396, -0.093, 4.038], [-2.949, -1.196, 4.821], [-2.656, -2.278, 4.008], [-2.335, -3.326, 4.428], [-2.770, -1.886, 2.698], [-3.540, -0.196, 0.475], [-4.157, 0.945, 1.583], [-4.855, -0.674, 1.534], [-1.946, -0.016, 2.436], [-4.498, -0.065, 3.997], [-3.049, 0.808, 4.525], [-1.739, 5.004, 1.715], [-3.544, 4.846, 1.069], [-0.476, 4.545, 0.267], [-1.287, 3.930, 3.252], [-1.645, 6.041, 2.011], [-3.927, -2.561, -6.801], [-4.018, -1.808, -7.970], [-3.317, -0.678, -7.860], [-2.751, -0.709, -6.560], [-3.109, -1.884, -5.904], [-4.451, -3.410, -6.644], [-4.497, -2.180, -8.843], [-3.225, 0.066, -8.639], [-2.165, 0.068, -6.066], [-2.832, -2.232, -4.922], [1.569, 2.993, -3.666], [2.174, 2.208, -4.588], [1.169, 1.472, -5.178], [-0.068, 1.782, -4.621], [0.181, 2.816, -3.730], [2.073, 3.650, -3.093], [3.197, 2.080, -4.698], [1.405, 0.796, -6.006], [-0.990, 1.392, -4.993], [-0.477, 3.432, -3.173], [3.897, 5.620, -2.989], [2.790, 6.339, -2.539], [2.273, 5.583, -1.500], [3.040, 4.420, -1.300], [4.072, 4.495, -2.192], [4.621, 5.973, -3.586], [2.530, 7.236, -3.037], [1.392, 5.880, -0.995], [2.896, 3.617, -0.612], [4.832, 3.745, -2.394]], "e_lumo_ev": -0.015, "charge": 0, "e_homo_ev": -8.13, "e_tot_ha": -12464.1573}

=====

No. 5
{"formula": "C2H6N2O", "method": "ωB97M-V/def2-TZVPD", "species": ["H", "N", "C", "N", "H", "H", "H", "C", "O", "H", "H"], "positions_angstrom": [[-1.066, -0.226, 2.408], [-1.382, 0.043, 1.505], [-1.171, -1.040, 0.829], [-1.296, -1.383, -0.546], [-0.829, -1.856, 1.451], [-1.521, -2.383, -0.715], [-1.857, -0.840, -1.229], [2.248, 1.801, -0.873], [2.567, 2.042, 0.270], [1.386, 2.398, -1.387], [2.921, 1.443, -1.712]], "e_above_lowest_kcal_mol": 64.08, "smiles": "[H]/N=C/N.C=O", "e_lumo_ev": 0.661, "charge": 0, "e_homo_ev": -9.73, "e_tot_ha": -264.4852}

=====

No. 6
{"formula": "C25H25N3O4", "method": "ωB97M-V/def2-TZVPD", "species": ["C", "C", "C", "C", "N", "C", "O", "C", "C", "C", "C", "C", "C", "C", "N", "C", "C", "C", "C", "C", "C", "N", "C", "C", "C", "C", "C", "C", "O", "O", "C", "O", "H", "H", "H", "H", "H", "H", "H", "H", "H", "H", "H", "H", "H", "H", "H", "H", "H", "H", "H", "H", "H", "H", "H", "H", "H"], "positions_angstrom": [[1.234, 1.995, 3.851], [0.854, 1.524, 2.453], [-0.634, 1.192, 2.358], [-1.003, 0.708, 0.955], [-2.446, 0.607, 0.813], [-3.060, 0.852, -0.366], [-2.449, 1.229, -1.354], [-4.535, 0.649, -0.376], [-5.139, 0.319, -1.586], [-6.506, 0.129, -1.657], [-7.285, 0.281, -0.521], [-6.693, 0.629, 0.682], [-5.324, 0.812, 0.760], [-0.376, -0.624, 0.679], [-0.385, -1.610, 1.530], [0.266, -2.645, 0.910], [0.554, -3.928, 1.361], [1.243, -4.764, 0.510], [1.644, -4.348, -0.762], [1.366, -3.080, -1.230], [0.670, -2.233, -0.382], [0.227, -0.939, -0.509], [0.404, -0.074, -1.651], [1.476, 0.936, -1.390], [1.435, 2.306, -1.365], [2.730, 2.730, -1.014], [3.472, 1.586, -0.843], [4.881, 1.439, -0.477], [5.617, 2.367, -0.242], [5.257, 0.154, -0.437], [6.613, -0.082, -0.095], [2.705, 0.499, -1.075], [1.022, 1.219, 4.583], [2.294, 2.231, 3.897], [0.671, 2.886, 4.121], [1.434, 0.635, 2.200], [1.101, 2.303, 1.727], [-0.876, 0.403, 3.072], [-1.225, 2.079, 2.595], [-0.672, 1.437, 0.210], [-2.932, 0.113, 1.544], [-4.516, 0.217, -2.462], [-6.966, -0.134, -2.598], [-8.354, 0.136, -0.575], [-7.302, 0.763, 1.564], [-4.879, 1.109, 1.698], [0.246, -4.244, 2.345], [1.486, -5.767, 0.829], [2.187, -5.036, -1.392], [1.688, -2.766, -2.212], [0.678, -0.702, -2.503], [-0.535, 0.445, -1.873], [0.584, 2.920, -1.582], [3.086, 3.733, -0.897], [7.276, 0.389, -0.825], [6.743, -1.161, -0.099], [6.833, 0.329, 0.892]], "e_above_lowest_kcal_mol": 35.66, "smiles": "CCC[C@H](NC(=O)c1ccccc1)c1nc2ccccc2n1Cc1ccc(C(=O)OC)o1", "e_lumo_ev": 0.633, "charge": 0, "e_homo_ev": -8.45, "e_tot_ha": -1432.9463}

=====

No. 7
{"formula": "C39H37F9HgOP2", "method": "ωB97M-V/def2-TZVPD", "species": ["Hg", "C", "C", "C", "C", "C", "C", "C", "C", "C", "H", "H", "H", "H", "H", "H", "H", "H", "H", "H", "H", "H", "H", "H", "H", "P", "P", "C", "C", "C", "C", "C", "C", "C", "C", "C", "C", "C", "C", "C", "C", "C", "C", "C", "C", "C", "C", "C", "C", "C", "C", "C", "C", "H", "H", "H", "H", "H", "H", "H", "H", "H", "H", "H", "H", "H", "H", "H", "H", "H", "H", "H", "H", "H", "H", "F", "C", "F", "F", "C", "O", "C", "F", "F", "F", "C", "F", "F", "F"], "positions_angstrom": [[-3.098, 1.191, -1.890], [-2.059, 0.773, -3.804], [-0.745, 0.961, -3.329], [-0.025, 2.230, -3.143], [-0.822, 3.466, -2.640], [-2.218, 3.220, -2.101], [-3.325, 3.082, -3.018], [-3.111, 2.986, -4.516], [-2.436, 1.678, -4.981], [-0.060, -0.280, 2.744], [-2.371, -0.260, -3.991], [-0.016, 0.141, -3.494], [0.492, 2.519, -4.095], [0.813, 2.022, -2.434], [-0.212, 3.953, -1.849], [-0.847, 4.215, -3.462], [-2.346, 3.694, -1.115], [-4.325, 3.471, -2.768], [-2.504, 3.837, -4.870], [-4.087, 3.054, -5.042], [-3.127, 1.155, -5.659], [-1.552, 1.911, -5.602], [-1.004, -0.787, 2.524], [0.087, -0.135, 3.816], [0.762, -0.888, 2.347], [1.279, -0.541, -1.628], [-0.036, 1.396, 2.060], [1.294, 0.111, 0.033], [0.577, 1.222, 0.407], [2.783, -1.423, -1.868], [3.723, -1.015, -2.827], [4.888, -1.767, -2.947], [5.108, -2.885, -2.128], [4.165, -3.233, -1.158], [2.983, -2.514, -1.021], [-0.034, -1.887, -1.795], [-1.117, -2.046, -0.917], [-2.191, -2.884, -1.227], [-2.162, -3.660, -2.391], [-1.056, -3.577, -3.239], [-0.016, -2.687, -2.957], [0.975, 2.267, 3.321], [2.296, 1.812, 3.511], [3.181, 2.469, 4.383], [2.735, 3.568, 5.119], [1.392, 3.939, 5.056], [0.511, 3.307, 4.157], [-1.698, 2.134, 2.061], [-2.771, 1.368, 2.561], [-4.060, 1.914, 2.612], [-4.312, 3.170, 2.050], [-3.258, 3.916, 1.508], [-1.946, 3.444, 1.609], [1.955, -0.388, 0.781], [0.192, 1.935, -0.341], [3.492, -0.153, -3.460], [5.633, -1.488, -3.688], [6.013, -3.491, -2.242], [4.344, -4.082, -0.508], [2.195, -2.774, -0.300], [-1.097, -1.547, 0.049], [-3.051, -2.928, -0.560], [-2.982, -4.344, -2.619], [-0.981, -4.200, -4.138], [0.831, -2.608, -3.646], [2.652, 0.953, 2.948], [4.218, 2.137, 4.481], [3.440, 4.133, 5.738], [1.039, 4.749, 5.704], [-0.525, 3.644, 4.121], [-2.583, 0.369, 2.949], [-4.846, 1.339, 3.097], [-5.320, 3.583, 2.058], [-3.450, 4.880, 1.030], [-1.109, 4.111, 1.372], [-0.481, -5.583, 1.420], [0.811, -5.197, 1.567], [1.432, -6.124, 2.359], [1.398, -5.259, 0.342], [0.909, -3.683, 2.123], [0.631, -2.759, 1.257], [-0.011, -3.642, 3.457], [-0.087, -4.822, 4.132], [0.443, -2.709, 4.349], [-1.269, -3.274, 3.108], [2.408, -3.527, 2.660], [2.618, -4.124, 3.859], [3.311, -4.046, 1.776], [2.732, -2.211, 2.794]], "e_above_lowest_kcal_mol": 87.14, "e_lumo_ev": [-0.877, -0.832], "charge": 0, "e_homo_ev": [-6.09, -6.29], "e_tot_ha": -3318.2237}

=====

No. 8
{"formula": "C8H17N2", "method": "ωB97M-V/def2-TZVPD", "species": ["C", "C", "C", "C", "C", "C", "C", "C", "N", "N", "H", "H", "H", "H", "H", "H", "H", "H", "H", "H", "H", "H", "H", "H", "H", "H", "H"], "positions_angstrom": [[-0.589, -0.519, 0.578], [0.152, 1.905, -0.680], [-0.911, 1.777, 0.416], [1.461, -0.036, -0.321], [-0.748, -1.921, 0.686], [2.493, -0.643, 0.563], [1.239, -0.797, -1.600], [-2.900, 0.149, 0.537], [1.436, 1.345, -0.364], [-1.422, 0.412, 0.507], [-0.264, 1.503, -1.580], [0.261, 2.927, -0.855], [-0.403, 1.838, 1.423], [-1.527, 2.612, 0.137], [-1.496, -2.235, 1.524], [0.204, -2.424, 0.631], [-1.279, -2.263, -0.209], [3.487, -0.397, 0.015], [2.597, -1.742, 0.639], [2.445, -0.221, 1.540], [1.126, -0.145, -2.430], [0.389, -1.441, -1.543], [2.039, -1.462, -1.650], [-3.035, -0.888, 0.183], [-3.517, 0.822, -0.081], [-3.223, 0.134, 1.563], [1.986, 1.709, 0.373]], "e_above_lowest_kcal_mol": 80.81, "e_lumo_ev": -3.245, "charge": 1, "e_homo_ev": -12.18, "e_tot_ha": -424.1861}